The molecule C2H5NO2 in a non-equilibrium geometry, computed with ωB97M-V/def2-TZVPD.

Cartesian coordinates (Å):
C: 0.078 0.024 1.649
C: 0.224 -0.214 -0.730
H: -0.648 0.489 2.307
H: 0.998 0.663 1.723
H: 0.266 -1.070 1.836
H: -1.317 0.584 -1.807
H: -0.030 -0.058 -2.812
N: -0.288 0.286 -1.888
O: -0.500 0.188 0.362
O: 1.217 -0.892 -0.640

Output
Energy relative to the best compared isomer or geometry (same formula, charge and spin) ... 28.0 kJ/mol
Total charge ... 0
Multiplicity ... 1
SMILES ... COC(N)=O
DFT total energy ... -284.45670 hartree
Frontier orbital gap ... 11.234 eV

***

The molecule C2H5NO2 in a non-equilibrium geometry, computed with ωB97M-V/def2-TZVPD.

Cartesian coordinates (Å):
C: 1.331 0.323 -0.147
C: -0.249 0.649 -0.167
H: 0.470 -1.289 0.282
H: 1.573 0.764 0.973
H: 2.030 0.974 -0.794
H: -0.559 1.713 0.347
H: -2.726 -1.266 -0.152
N: -0.920 -0.434 -0.346
O: 1.459 -1.157 -0.029
O: -2.408 -0.277 0.033

Output
Energy relative to the best compared isomer or geometry (same formula, charge and spin) ... 463.6 kJ/mol
Total charge ... 0
Multiplicity ... 1
SMILES ... OC/C=N/O
DFT total energy ... -284.29080 hartree
Frontier orbital gap ... 10.985 eV

***

C2H5NO2 as an isolated structure in a non-equilibrium geometry, computed with ωB97M-V/def2-TZVPD.

Cartesian coordinates (Å):
O: -0.776 1.584 -0.221
C: -1.137 1.254 0.918
O: -0.900 0.097 1.470
H: -1.480 2.041 1.609
C: 1.066 -0.525 -1.055
N: 0.420 -1.188 -0.157
H: 1.334 0.530 -0.894
H: 1.441 -1.030 -1.937
H: 0.228 -2.149 -0.396
H: -0.195 -0.615 0.662

Output
Energy relative to the best compared isomer or geometry (same formula, charge and spin) ... 158.9 kJ/mol
Total charge ... 0
Multiplicity ... 1
DFT total energy ... -284.40686 hartree
Frontier orbital gap ... 9.044 eV

***

C2H5NO2 as an isolated structure in a non-equilibrium geometry, computed with ωB97M-V/def2-TZVPD.

Cartesian coordinates (Å):
C: 1.878 -0.405 0.128
C: 0.422 0.159 -0.221
H: 1.850 -0.521 1.502
H: 2.972 0.368 -0.164
H: 1.937 -1.423 -0.435
H: -0.528 -1.549 0.505
H: -1.505 0.782 0.540
N: -0.651 -0.797 -0.355
O: 0.085 1.352 -0.056
O: -1.831 -0.177 0.193

Output
Energy relative to the best compared isomer or geometry (same formula, charge and spin) ... 474.3 kJ/mol
Total charge ... 0
Multiplicity ... 1
DFT total energy ... -284.28671 hartree
Frontier orbital gap ... 10.229 eV

***

The molecule C2H5NO2, computed with ωB97M-V/def2-TZVPD.

Cartesian coordinates (Å):
N: -0.852 -1.326 -1.261
C: 0.000 -0.781 -0.399
O: -0.429 0.439 -0.106
C: 0.412 1.190 0.806
O: 1.408 0.434 1.371
H: -1.694 -0.853 -1.573
H: -0.675 -2.252 -1.614
H: 0.820 2.021 0.217
H: -0.277 1.588 1.562
H: 1.286 -0.461 0.997

Output
Energy relative to the best compared isomer or geometry (same formula, charge and spin) ... 218.9 kJ/mol
Total charge ... 0
Multiplicity ... 1
DFT total energy ... -284.38399 hartree
Frontier orbital gap ... 10.275 eV

***

An isolated ion of composition C2H5NO2 and charge +1 in a non-equilibrium geometry, computed with ωB97M-V/def2-TZVPD.

Cartesian coordinates (Å):
C: -1.329 -0.057 0.235
N: -0.074 -0.325 -0.491
C: 1.312 0.001 -0.354
O: 1.747 0.012 0.912
O: 1.922 0.264 -1.340
H: -1.138 0.727 0.961
H: -1.582 -1.037 0.667
H: -2.100 0.182 -0.494
H: -0.293 -0.616 -1.448
H: 1.534 0.848 1.352

Output
Energy relative to the best compared isomer or geometry (same formula, charge and spin) ... 65.8 kJ/mol
⟨S²⟩ ... 0.7664
Total charge ... +1
Multiplicity ... 2
DFT total energy ... -284.08588 hartree
Frontier orbital gap (spin up / spin down) ... 13.494 / 8.126 eV

***

The molecule C2H5NO3S in a non-equilibrium geometry, computed with ωB97M-V/def2-TZVPD.

Cartesian coordinates (Å):
C: -0.381 -0.020 -0.022
C: -0.285 -1.222 0.751
N: 0.128 1.231 0.314
O: 0.409 1.066 -2.285
O: -0.298 -1.378 -2.252
O: 0.211 1.379 1.762
S: -0.705 -0.088 -1.785
H: -0.802 -1.309 1.659
H: 0.760 -1.169 1.110
H: -0.432 -2.133 0.149
H: 0.690 1.397 -1.435
H: 0.706 2.246 2.034

Output
Energy relative to the best compared isomer or geometry (same formula, charge and spin) ... 422.7 kJ/mol
Total charge ... 0
Multiplicity ... 1
DFT total energy ... -757.73990 hartree
Frontier orbital gap ... 9.412 eV

***

A 2-piece molecular cluster, C2H5NO5 overall in a non-equilibrium geometry, computed with ωB97M-V/def2-TZVPD.

Cartesian coordinates (Å):
C: -0.624 0.086 -0.751
C: 0.182 0.095 1.424
N: 0.219 -0.819 -1.076
O: 1.418 -0.706 -1.129
O: -0.178 -2.125 -1.344
O: 0.263 -1.126 1.518
O: 1.220 0.877 1.142
O: -0.872 0.748 1.865
H: -0.183 1.011 -0.740
H: -1.689 -0.148 -0.999
H: 0.436 -2.671 -0.937
H: 1.885 0.394 0.750
H: -0.723 1.807 1.967

Output
Energy relative to the best compared isomer or geometry (same formula, charge and spin) ... 454.9 kJ/mol
Total charge ... 0
Multiplicity ... 1
SMILES ... C=[N+]([O-])O.O=C(O)O
DFT total energy ... -510.02352 hartree
Frontier orbital gap ... 9.813 eV

***

The molecule C2H5NOS in a non-equilibrium geometry, computed with ωB97M-V/def2-TZVPD.

Cartesian coordinates (Å):
C: 0.287 1.133 0.050
C: -1.019 -0.950 -0.037
H: -0.564 1.542 -0.533
H: 0.149 1.407 1.106
H: 1.264 1.541 -0.304
H: 1.765 -1.185 -0.611
H: -0.947 -2.024 -0.011
N: 0.151 -0.296 -0.034
O: 1.386 -0.948 0.264
S: -2.472 -0.221 0.109

Output
Energy relative to the best compared isomer or geometry (same formula, charge and spin) ... 252.5 kJ/mol
Total charge ... 0
Multiplicity ... 1
SMILES ... CN(O)C=S
DFT total energy ... -607.31066 hartree
Frontier orbital gap ... 9.054 eV

***

C2H5NOS as an isolated structure in a non-equilibrium geometry, computed with ωB97M-V/def2-TZVPD.

Cartesian coordinates (Å):
C: -0.349 0.370 0.707
C: -0.478 0.355 -0.726
H: 1.062 -1.216 0.434
H: 0.945 -0.478 2.025
H: -1.568 0.239 -1.061
H: 0.106 1.264 -0.923
H: 0.706 -0.793 -1.909
N: 0.143 -0.696 1.171
O: -0.017 -0.949 -1.190
S: -0.550 1.903 1.474

Output
Energy relative to the best compared isomer or geometry (same formula, charge and spin) ... 362.4 kJ/mol
Total charge ... 0
Multiplicity ... 1
DFT total energy ... -607.26879 hartree
Frontier orbital gap ... 8.132 eV

***

A 2-piece molecular cluster, C2H5NOS overall in a non-equilibrium geometry, computed with ωB97M-V/def2-TZVPD.

Cartesian coordinates (Å):
C: -0.881 -1.010 2.350
C: -1.847 -1.724 2.542
N: -0.217 1.956 -1.601
O: 0.761 1.527 0.670
S: 0.827 1.024 -0.656
H: -0.235 -0.178 2.342
H: 0.229 2.796 -1.902
H: -2.500 -2.532 2.778
H: -0.990 2.272 -0.987
H: -0.237 0.164 -0.790

Output
Energy relative to the best compared isomer or geometry (same formula, charge and spin) ... 410.1 kJ/mol
Total charge ... 0
Multiplicity ... 1
DFT total energy ... -607.25060 hartree
Frontier orbital gap ... 10.537 eV

***

A 2-piece molecular cluster, C2H5NOS overall in a non-equilibrium geometry, computed with ωB97M-V/def2-TZVPD.

Cartesian coordinates (Å):
C: 1.187 0.370 -0.319
C: -1.379 0.829 0.053
N: 1.451 -0.927 -0.564
O: 1.730 -0.317 0.750
S: -1.857 -0.792 0.005
H: 1.768 1.214 -0.877
H: -1.205 1.305 -0.981
H: -0.899 1.145 1.027
H: 0.730 -1.633 -0.253
H: -1.525 -1.193 1.158

Output
Energy relative to the best compared isomer or geometry (same formula, charge and spin) ... 718.4 kJ/mol
Total charge ... 0
Multiplicity ... 1
DFT total energy ... -607.13321 hartree
Frontier orbital gap (spin up / spin down) ... 8.576 / 7.988 eV

***

Question: total charge of number 9 (C2H5NOS)?
Answer: 0